No. 1
A cluster of 12 separate species, C36H104N16O12 in total at a distorted geometry. Source: the Open Molecules 2025 dataset; level of theory: ωB97M-V with the def2-TZVPD basis set.

Summary:
- Structure (SMILES): COC[C@H](C)N.COC[C@H](C)N.COC[C@H](C)N.COC[C@H](C)N.COC[C@H](C)N.COC[C@H](C)N.COC[C@H](C)N.COC[C@H](C)N.NC(N)=O.NC(N)=O.NC(N)=O.NC(N)=O
- LUMO: 0.00 eV
- Electronic energy: -3212.97600 hartree
- E_HOMO: -0.3257 Eh
- HOMO-LUMO gap: 8.86 eV
- Energy above the lowest of the compared OMol25 structures with the same formula, charge and spin: 21.4 kcal per mole

Element x y z (Å)
H  -6.021  -1.175  -5.098
N  -3.824  -4.415  -0.678
H  -2.616  5.374  -2.542
H  2.255  -0.818  -2.966
H  -0.693  6.391  4.326
H  3.426  -3.204  0.765
H  -1.702  1.903  2.442
H  -4.406  0.716  3.235
C  -1.171  -7.678  -2.689
C  0.393  6.299  4.224
N  -0.292  0.939  -0.063
H  -2.448  1.488  4.917
O  -1.740  -6.404  -2.652
H  1.473  5.250  -2.749
H  -0.255  4.881  -0.629
H  2.564  5.452  -1.014
H  4.141  5.764  -3.577
H  3.853  2.258  -1.430
H  2.454  3.081  -1.812
H  -4.845  1.006  -5.303
H  -0.805  7.114  -2.151
H  3.709  -1.398  6.390
N  -1.265  -3.569  -1.859
H  0.656  6.745  3.261
H  -1.999  -0.216  4.432
N  -2.013  -0.251  2.007
H  -4.513  -4.994  -1.116
H  1.935  7.694  -2.734
H  -3.768  -1.081  -4.264
H  0.790  6.783  5.121
H  -2.744  -3.516  2.187
N  0.836  -1.017  0.090
N  -2.894  -3.540  1.192
H  -3.029  -3.989  -1.133
H  1.694  2.402  1.869
H  -4.801  -1.948  -3.006
H  2.751  5.143  4.209
C  -0.375  -4.416  3.937
C  -3.148  3.388  -0.286
H  -1.434  4.313  -4.282
H  -0.207  0.723  6.319
H  -0.302  -3.234  -1.949
C  2.991  7.509  -2.933
C  2.068  4.506  2.217
H  0.360  3.509  1.431
O  -4.200  -0.081  -2.523
H  -0.598  -5.438  3.609
O  1.700  -3.365  -1.521
O  -0.487  1.109  4.290
H  4.069  6.194  -0.942
H  4.056  -3.245  -2.243
H  -3.301  2.316  -0.192
H  4.005  -1.455  0.803
C  3.529  3.126  -2.015
H  3.572  7.979  -2.135
H  -5.746  1.488  -3.839
H  1.569  -4.339  2.948
H  0.435  0.545  -5.523
H  -1.419  -5.664  -4.589
H  1.370  -2.422  4.708
H  -0.875  0.471  0.632
H  -1.642  -8.379  -2.003
C  -3.781  1.335  2.586
H  -1.357  -8.183  -3.650
C  3.534  5.453  -1.539
H  -2.499  0.443  -1.424
H  6.962  -2.685  5.047
H  -0.204  3.659  -3.129
H  1.532  -1.629  -0.309
H  -0.149  -5.413  -3.639
C  -0.075  1.512  5.562
N  2.390  -1.277  -3.849
C  4.153  -2.484  1.146
H  2.113  3.545  4.088
N  6.120  -2.466  5.568
C  -4.568  -1.002  -3.521
H  -2.168  -3.237  0.563
H  0.904  -3.033  1.169
O  4.060  -2.744  2.532
H  -2.872  -0.781  2.138
H  0.990  1.742  5.613
O  -4.867  -4.672  1.333
H  5.270  -1.167  2.971
H  -1.815  5.680  -0.195
H  4.035  3.923  2.366
C  -2.968  -0.405  -1.928
O  1.875  -1.371  -6.074
H  0.046  -4.365  1.196
N  2.118  5.272  -3.542
C  0.691  0.157  -0.598
H  1.778  5.496  1.839
H  -1.354  -0.783  2.565
C  1.442  3.373  1.431
H  3.711  2.930  -3.069
C  5.167  -2.226  3.244
C  -5.745  0.830  -4.713
C  2.444  -4.326  -1.747
C  -5.893  -0.596  -4.179
H  -1.912  3.148  -3.201
C  -2.286  1.027  2.728
H  3.630  4.405  0.903
C  -1.330  4.907  -0.802
H  3.311  -0.988  4.715
H  -1.570  -3.183  -5.215
C  -2.662  -4.590  4.338
H  -0.740  1.735  -0.486
H  -2.869  -5.307  3.539
H  -3.112  -1.180  -1.172
N  1.994  -5.594  -1.546
H  -3.475  3.825  0.665
N  -0.663  6.247  -2.645
C  -1.887  0.855  4.228
H  -0.028  -4.559  4.967
H  1.849  3.318  0.421
C  -3.901  -4.255  0.678
H  -0.082  -7.597  -2.600
C  4.895  -2.364  4.732
O  0.640  4.916  4.159
H  5.144  -2.733  0.742
H  0.169  -1.680  3.638
C  1.011  -2.354  3.681
C  -1.045  -3.065  -4.263
O  -1.618  -3.693  3.983
H  1.500  5.773  -4.170
H  1.004  -5.760  -1.539
O  1.368  0.521  -1.565
H  -1.179  -2.005  -4.051
C  3.260  5.983  -2.968
C  1.789  -0.828  -4.973
N  3.727  -4.189  -2.150
N  -7.045  -0.641  -3.299
H  6.104  -2.740  2.998
H  4.357  -4.969  -2.140
H  -3.694  3.855  -1.106
H  -6.736  -0.206  -2.434
H  6.300  -1.614  6.072
H  -2.745  -3.974  -3.311
H  -1.119  -4.411  -1.299
O  -1.750  3.610  -0.422
H  -2.546  -5.026  5.332
C  -1.231  4.002  -3.252
H  2.598  -6.396  -1.580
H  4.826  -0.356  5.476
H  -0.627  2.384  5.929
H  -3.952  2.362  2.911
H  0.108  -1.356  0.692
H  3.081  -1.995  -3.971
H  0.013  -3.241  -4.471
N  0.903  0.186  -4.708
H  -0.558  6.305  -3.644
C  -1.250  -5.436  -3.525
C  -1.653  -3.992  -3.220
H  4.314  -3.290  4.793
H  0.810  0.628  -3.808
O  4.223  4.232  -1.455
C  0.684  -3.713  3.091
H  1.791  -1.863  3.097
H  -6.601  1.160  -5.304
H  -7.301  -1.605  -3.118
C  1.949  4.572  3.738
H  3.261  8.062  -3.833
N  3.529  4.666  1.880
N  0.185  -3.500  1.707
H  -4.079  1.165  1.552
H  -2.136  -0.651  -2.596
H  -3.600  -4.028  4.362
C  -1.571  5.154  -2.288
C  4.132  -1.192  5.410


No. 2
A cluster of 8 separate species, C36H108N15O8P5S3 in total at a distorted geometry. Source: the Open Molecules 2025 dataset; level of theory: ωB97M-V with the def2-TZVPD basis set.

Summary:
- LUMO: 0.21 eV
- Electronic energy: -5761.02771 hartree
- E_HOMO: -0.2905 Eh
- HOMO-LUMO gap: 8.11 eV
- Energy above the lowest of the compared OMol25 structures with the same formula, charge and spin: 55.5 kcal per mole

Element x y z (Å)
H  -5.999  4.782  25.453
O  2.740  14.518  22.731
H  -5.619  12.859  18.226
H  0.893  4.439  21.874
P  -4.856  15.991  27.193
C  -4.214  5.222  21.049
H  -5.856  9.181  21.145
H  0.925  5.753  26.739
H  -7.197  5.850  22.617
C  -2.953  14.829  20.519
H  -1.741  11.546  25.101
H  -2.790  16.477  25.189
H  -11.850  6.975  25.231
H  1.991  14.300  19.681
N  -9.924  6.497  26.093
H  1.355  4.536  23.569
H  -1.788  15.054  25.453
H  -5.873  18.555  27.563
H  -9.090  8.734  24.849
O  -10.127  4.975  23.846
H  -7.676  8.978  23.821
H  -5.034  5.909  16.549
C  -4.925  18.527  28.101
H  -4.902  16.355  23.993
H  1.514  12.603  19.887
H  -7.621  15.449  26.594
N  -1.880  14.104  16.647
H  -5.436  6.799  19.194
H  -4.367  12.665  23.001
H  -4.613  17.866  24.928
H  0.427  9.145  28.722
H  -6.980  6.013  19.541
S  -1.077  4.259  23.428
H  -1.995  6.453  23.839
H  -2.089  14.622  21.151
N  -3.533  12.630  18.318
H  -8.843  4.000  20.769
C  -2.801  3.546  19.800
H  -3.697  14.045  20.661
C  -5.220  12.162  22.544
H  -3.582  13.616  27.904
H  -2.078  16.907  19.613
H  -4.789  7.361  24.291
H  -8.429  2.579  19.892
N  -4.163  3.967  20.206
H  0.173  7.537  29.576
H  -8.495  6.878  22.012
H  -5.064  8.075  25.968
H  -7.487  8.310  25.476
H  -9.881  7.348  27.999
H  -2.224  12.847  22.603
H  1.239  7.491  28.340
H  -1.797  12.595  15.235
H  -7.662  15.964  24.898
C  -2.124  11.812  22.276
H  -0.640  10.560  24.091
H  -4.700  14.225  17.693
H  -0.138  14.851  22.851
H  -5.137  5.402  21.601
N  -8.271  6.963  24.060
H  -11.534  7.578  26.748
H  -2.777  13.116  26.441
H  -4.712  11.355  24.955
C  -1.061  13.268  15.673
H  -6.751  14.551  25.400
N  -5.732  4.936  18.283
C  -4.433  8.022  25.081
H  -8.365  4.074  19.044
C  -9.227  6.797  27.324
C  -6.197  10.110  21.601
H  -6.848  7.554  22.553
H  -3.450  7.829  25.509
N  -4.496  9.392  24.586
H  -0.270  6.471  24.218
H  -2.368  2.933  20.590
C  -4.788  10.455  25.565
N  -2.530  14.938  19.137
H  -2.932  2.765  19.051
O  -0.898  12.779  18.910
H  -2.137  17.530  26.888
H  -4.008  10.459  26.327
H  -4.200  10.536  18.254
H  -6.164  17.564  24.248
H  -6.638  4.585  27.114
C  -3.656  13.640  26.816
H  -0.997  6.475  22.578
C  -1.655  10.657  24.476
H  -4.463  19.504  27.963
C  -2.810  15.391  25.280
H  -9.008  5.854  27.824
O  -3.531  8.501  22.295
H  -0.637  15.831  19.433
H  1.049  2.987  22.865
O  -5.476  2.275  18.597
C  -1.028  6.027  23.572
H  3.157  13.006  20.038
H  -7.112  10.008  22.184
H  -4.702  12.985  16.604
C  -7.654  6.836  22.704
C  -6.217  6.163  18.777
C  -11.383  6.668  26.167
H  -1.982  9.883  25.170
P  -3.855  9.765  22.998
H  -3.973  6.183  20.593
C  -8.113  8.332  24.583
C  0.704  4.021  22.863
H  -2.212  4.399  19.461
H  -6.513  6.831  17.969
H  -4.524  13.049  26.522
C  -0.103  5.905  27.068
H  -1.471  16.390  18.020
N  -6.786  3.735  20.472
H  -5.716  3.371  22.156
C  -2.675  15.205  15.941
N  -2.545  10.822  23.270
H  -7.501  3.629  22.450
C  -6.734  3.177  21.820
H  -3.438  5.213  21.814
N  -5.076  10.764  22.265
P  -9.187  5.727  24.750
H  0.389  15.378  21.268
H  -11.832  5.773  26.597
C  -4.828  5.026  17.155
H  -6.542  10.829  20.858
N  -4.100  17.471  27.524
H  -5.534  12.776  21.700
H  -7.789  2.946  26.660
H  -3.407  15.751  20.885
H  -4.232  11.313  19.851
N  -3.721  14.997  26.363
C  -8.151  3.626  20.014
N  -8.060  4.744  25.549
H  -9.365  3.779  26.728
O  0.074  8.348  25.954
S  1.785  13.572  22.050
H  -0.364  12.594  16.172
H  -7.031  2.128  21.803
H  -3.167  15.869  16.653
C  -4.715  13.135  17.683
O  -1.232  3.656  24.842
C  2.163  13.394  20.263
O  -5.372  15.305  28.416
H  -3.849  5.127  17.624
H  -0.466  13.768  21.506
H  -1.063  11.701  22.055
H  -3.470  14.814  15.307
H  -2.303  16.577  28.410
C  -7.026  15.566  25.688
H  -2.402  18.337  28.354
S  -0.638  7.654  27.130
P  -2.016  13.522  18.277
H  -6.012  12.169  23.294
C  0.360  8.060  28.639
P  -5.532  3.593  19.325
H  -2.736  10.821  19.225
H  -8.352  7.404  27.090
H  -2.012  15.779  15.293
H  -3.050  14.953  24.311
N  -5.913  16.467  25.941
H  -5.756  10.401  26.062
C  -3.690  11.244  18.908
H  -8.875  2.794  25.330
H  -0.276  5.397  28.017
H  -5.078  18.146  29.111
H  -6.544  6.165  26.366
C  -2.675  17.421  27.829
H  -2.739  11.723  21.380
H  -0.693  13.818  14.807
C  -5.316  17.062  24.713
C  -8.530  3.500  26.085
C  0.245  14.497  21.894
H  -0.696  5.297  26.385
C  -1.627  16.086  19.056
H  -4.789  4.089  16.601
C  -6.753  5.114  26.168